1.
14
Properties=species:S:1:pos:R:3 method="wB97M-V/def2-TZVPD" charge=0 molar_mass_g_mol=97.121 e_tot_ev=-8727.7448 relative_energy_kcal_mol=90.7 smiles="[H]/N=N/CCN=C=C" e_lumo_ev=0.540
H 2.63530 -1.16940 -1.25864
N 1.63918 -1.55543 -1.12558
N 0.77874 -0.65197 -1.09719
C -0.58055 -0.92887 -0.95735
C -1.08781 -0.78633 0.43267
N -1.11354 0.57659 0.83558
C -0.22008 1.41349 0.79922
C 0.57021 2.41601 1.03990
H -0.95826 -1.96288 -1.28302
H -1.09788 -0.28730 -1.65925
H -2.03993 -1.35622 0.61516
H -0.43311 -1.43122 1.12484
H 1.03939 2.57739 2.15605
H 0.86834 3.14612 0.37761

***

2.
21
Properties=species:S:1:pos:R:3 method="wB97M-V/def2-TZVPD" charge=+1 molar_mass_g_mol=365.711 e_tot_ev=-21779.4778 spin_multiplicity=3 relative_energy_kcal_mol=11.6 e_lumo_ev="-3.815 / -7.534"
H 2.14901 -2.08781 0.29741
C 1.36323 -1.44291 -0.13326
C 1.68030 0.02191 0.10032
O 2.95909 0.28189 -0.45512
C 3.44179 1.49680 -0.28690
O 2.85838 2.46120 0.14598
O 4.74670 1.47208 -0.54482
Hg -1.14320 -0.96757 2.32396
O 0.13171 -1.73756 0.47631
H 1.31236 -1.67174 -1.20987
H 1.70386 0.25461 1.17552
H 0.92931 0.65780 -0.38762
H 5.12095 2.34901 -0.38734
C -3.77758 -0.60356 -0.05162
C -3.78289 0.98185 -0.29209
O -4.27638 1.43928 -1.26745
O -2.61163 -0.99519 0.45168
H -4.04991 -1.07946 -1.00698
H -3.34913 1.57310 0.54113
H -4.60814 -0.65816 0.68766
H -0.79783 -1.74556 -0.17690

***

3.
9
Properties=species:S:1:pos:R:3 method="wB97M-V/def2-TZVPD" charge=0 molar_mass_g_mol=94.073 e_tot_ev=-9205.6824 relative_energy_kcal_mol=24.4 smiles=N#Cc1cnco1 e_lumo_ev=-0.027
N 1.22825 -0.37123 -2.62125
C 0.61300 0.04775 -1.60641
C -0.07741 0.08853 -0.37437
C -1.23402 -0.31561 0.10190
N -1.17191 -0.25390 1.57035
C -0.01282 0.22434 1.77449
O 0.69771 0.48014 0.71956
H -2.16903 -0.38697 -0.49584
H 0.46048 0.65172 2.72197

***

4.
66
Properties=species:S:1:pos:R:3 method="wB97M-V/def2-TZVPD" charge=+2 molar_mass_g_mol=575.605 e_tot_ev=-101275.8559 spin_multiplicity=2 relative_energy_kcal_mol=0.0 e_lumo_ev="-5.231 / -6.847"
Ru 1.09126 0.58122 -0.05988
C 3.49471 -0.47093 1.56720
C 2.90713 0.71893 2.28079
N 1.42679 0.82658 2.07402
C 1.01537 2.22032 2.42583
C 1.45117 3.15610 1.32944
C 1.63658 4.51506 1.47427
C 1.92135 5.27079 0.34158
C 1.99302 4.65493 -0.90296
C 1.79657 3.29050 -0.97390
C 1.72863 2.48729 -2.24547
N 2.03247 1.05953 -1.92788
C 3.50657 0.95433 -1.69484
C 3.88761 -0.31845 -0.97254
N 2.97814 -0.54242 0.17822
N 1.57504 2.57820 0.13337
H 3.21386 -1.39211 2.07787
H 4.58080 -0.41427 1.58563
H 3.34367 1.63522 1.88602
H 3.14116 0.67967 3.34538
H 0.94641 0.18231 2.69696
H 1.43419 2.51678 3.38949
H -0.07146 2.25272 2.49888
H 1.54861 4.97539 2.44903
H 2.07263 6.33830 0.42564
H 2.18545 5.22770 -1.79999
H 2.42036 2.87377 -2.99729
H 0.71702 2.54139 -2.64708
H 1.76464 0.48901 -2.72357
H 3.78062 1.81485 -1.08849
H 4.04226 1.03354 -2.64217
H 4.92628 -0.26989 -0.65279
H 3.80008 -1.17171 -1.64585
H 2.60806 -1.47620 0.06831
C -5.58851 -2.69180 0.65228
C -4.45105 -1.75338 0.35671
C -3.56536 -1.35143 1.34878
C -2.51449 -0.47485 1.09254
C -1.62437 -0.06014 2.24678
C -2.36034 0.02554 -0.19898
Se -1.05553 1.42745 -0.54778
C -3.22247 -0.35020 -1.21651
C -3.12503 0.16282 -2.62735
C -4.25295 -1.24619 -0.92241
H -5.59054 -2.99833 1.69723
H -5.53107 -3.58834 0.03301
H -6.54658 -2.21637 0.43960
H -3.70291 -1.71738 2.36127
H -1.97086 -0.50280 3.17909
H -1.62779 1.01951 2.37108
H -0.59482 -0.38499 2.08436
H -2.24593 0.78814 -2.80056
H -4.00867 0.75516 -2.87169
H -3.09021 -0.67009 -3.33189
H -4.92993 -1.53664 -1.71999
C -2.15375 -3.65519 -0.44075
N -0.71389 -3.53031 -0.74845
C 0.08099 -4.64365 -1.29702
C -0.13451 -2.38661 -0.57146
N 0.35383 -1.34730 -0.40723
H -2.47167 -4.64687 -0.74837
H -2.72303 -2.90494 -0.98824
H -2.33052 -3.53901 0.62691
H -0.58069 -5.49456 -1.42500
H 0.87823 -4.92620 -0.61193
H 0.49737 -4.37951 -2.26723